Here is C8H14OS in the gas phase from the OMol25 dataset. Energies are from ωB97M-V/def2-TZVPD.

Its LUMO energy is 0.7013 eV. Its SMILES is C=C(O)/C(C)=C(/C)[C@@H](C)S.

Structure (ORCA input):
```
! RIJCOSX wB97M-V def2-TZVPD def2/J DEFGRID3
* xyz 0 1
S -1.32 2.93 -1.15
O 2.34 -0.58 0.40
C 1.18 1.58 -1.14
C -0.67 0.13 -0.29
C -1.80 -0.10 -1.20
C 1.24 -0.82 1.23
C -0.09 -0.79 0.47
C 1.38 -0.94 2.56
C -0.14 1.53 -0.41
C -0.61 -2.27 0.58
H 1.70 0.64 -0.88
H 2.36 -0.68 2.98
H 0.06 1.97 0.59
H 1.01 1.63 -2.25
H -1.44 -2.48 -0.12
H -2.25 -1.08 -1.28
H -1.21 -2.34 1.54
H -2.60 0.53 -1.04
H 3.15 -0.61 1.09
H 0.29 -3.01 0.47
H -1.14 2.69 -2.46
H 1.97 2.43 -0.91
H 0.54 -0.98 3.14
H -1.64 0.24 -2.26
*
```

=====

Here is C6H12O in the gas phase from the OMol25 dataset. Energies are from ωB97M-V/def2-TZVPD.

Its LUMO energy is 1.1272 eV. Its SMILES is CC/C=C/CCO.

Structure (ORCA input):
```
! RIJCOSX wB97M-V def2-TZVPD def2/J DEFGRID3
* xyz 0 1
O -0.70 -1.77 -0.31
C -2.15 0.21 0.05
C -1.79 -1.26 0.43
C 2.53 -0.15 0.09
C 0.24 0.81 0.22
C -0.91 0.91 -0.46
C 1.63 1.04 -0.28
H -1.57 -1.32 1.50
H 3.55 0.00 -0.28
H 2.14 -1.09 -0.32
H -2.65 -1.91 0.23
H 2.05 1.96 0.15
H -0.32 -1.01 -0.78
H 0.18 0.38 1.22
H 1.62 1.18 -1.37
H -2.56 0.72 0.93
H -2.94 0.23 -0.71
H 2.58 -0.28 1.18
H -0.92 1.34 -1.47
*
```

=====

Here is a molecular structure, C15H29Cl4N2O3P2 from the OMol25 dataset. Energies are from ωB97M-V/def2-TZVPD.

Its LUMO energy is -4.0379 eV.

Structure (ORCA input):
```
! RIJCOSX wB97M-V def2-TZVPD def2/J DEFGRID3
* xyz 1 1
Cl 1.51 0.58 4.55
Cl 0.76 -1.09 2.30
Cl -0.24 1.64 2.48
Cl -1.21 -0.40 4.30
P -0.97 -0.08 -2.11
P -4.02 0.09 0.10
O -0.65 0.74 -3.58
O -2.13 -1.32 -2.29
O 5.85 -0.69 0.10
N -0.62 2.19 -0.24
N -2.60 1.16 0.13
C -1.42 1.10 -0.71
C -4.76 0.23 -1.63
C 0.70 2.74 -0.68
C -5.70 -1.05 -1.90
C -3.95 -1.87 2.12
C -1.21 2.95 0.87
C 3.56 0.21 0.46
C -3.54 -1.68 0.56
C -2.57 2.25 1.09
C 4.91 -2.56 -1.38
C 1.91 1.69 -0.87
C 5.43 -2.07 0.08
C 5.06 0.11 1.02
C 3.02 1.74 0.33
C 0.21 0.18 3.41
H 3.89 2.45 0.06
H -3.60 -2.86 2.55
H 2.82 -0.46 1.02
H 2.46 1.80 -1.86
H -6.58 -0.80 -2.59
H -3.99 0.40 -2.47
H -6.16 -1.35 -0.89
H -1.66 -2.09 -2.71
H 5.00 -0.49 2.01
H -5.44 1.16 -1.66
H 1.45 0.64 -0.79
H 0.53 3.22 -1.72
H 5.09 -1.79 -2.20
H -3.34 2.54 1.87
H 0.98 3.59 0.04
H 6.31 -2.72 0.37
H -2.40 -1.85 0.52
H 0.34 0.75 -3.63
H -3.46 -1.04 2.74
H 2.48 2.07 1.28
H -4.01 -2.48 -0.10
H 4.58 -2.31 0.82
H -0.75 3.86 1.38
H 5.47 -3.51 -1.68
H -5.09 -1.94 -2.27
H -5.09 -1.73 2.18
H 5.49 1.14 1.23
H 3.79 -2.84 -1.38
H 3.55 -0.19 -0.63
*
```

=====

Here is a molecular structure, C26H25MnN9O2S2 from the OMol25 dataset. Energies are from ωB97M-V/def2-TZVPD.

Its LUMO energy (alpha / beta) is -1.2034 / -1.2612 eV. As for the expectation value of S²: 8.757.

Structure (ORCA input):
```
! RIJCOSX wB97M-V def2-TZVPD def2/J DEFGRID3
* xyz 0 6
Mn -0.26 -0.88 0.88
S -1.56 -3.16 1.29
S -2.74 -2.47 -1.55
O 0.48 -1.12 -1.05
O -0.85 -3.54 -2.89
N 2.77 -1.33 -1.28
N -1.14 1.08 0.70
N 1.31 0.30 1.69
N 1.85 1.38 1.23
N 1.46 -0.23 -2.89
N -4.72 -1.62 3.31
N -6.07 -1.78 -0.63
N -1.10 -3.48 -1.78
N 1.45 -1.74 2.52
C -2.88 -2.60 0.29
C -3.21 1.36 -0.69
C 3.78 -1.31 3.95
C 0.40 0.75 -3.00
C 3.31 -0.28 3.17
C -5.15 -1.90 0.02
C -0.29 4.41 -0.54
C 2.07 -0.55 2.48
C -5.36 1.60 0.29
C 4.02 -0.66 -1.58
C -4.29 -1.92 2.30
C -2.55 1.27 0.52
C 1.53 -0.93 -1.69
C -4.56 1.49 -0.83
C 2.31 -0.36 -4.06
C 1.11 4.47 -0.46
C -1.04 3.31 -0.17
C -4.76 1.52 1.55
C 1.78 3.36 0.04
C 1.89 -2.66 3.33
C 3.04 -2.48 4.12
C -0.41 2.13 0.35
C -4.02 -2.08 0.84
C -3.35 1.30 1.68
C 1.07 2.21 0.55
C 2.86 -2.47 -0.39
H -5.05 1.52 -1.85
H -0.12 0.63 -3.94
H 0.77 1.76 -2.93
H -2.89 1.21 2.69
H -0.81 5.28 -0.78
H 1.71 -0.44 -4.96
H 3.57 -3.22 -0.76
H 4.59 -1.23 -2.30
H 2.89 3.37 0.04
H 1.31 -3.55 3.38
H 3.38 -3.27 4.74
H -2.11 3.38 -0.21
H -5.43 1.57 2.42
H 3.20 -2.18 0.58
H 1.87 -2.93 -0.26
H -6.46 1.74 0.21
H 2.95 -1.21 -3.93
H 3.77 0.67 3.04
H 2.98 0.51 -4.19
H -2.67 1.36 -1.65
H 3.81 0.43 -1.79
H 4.62 -0.65 -0.66
H -0.33 0.66 -2.22
H 1.62 5.34 -0.84
H 4.65 -1.17 4.58
*
```

=====

Here is a molecular structure, C2H6AsF6N2O3S4SbTc from the OMol25 dataset. Energies are from ωB97M-V/def2-TZVPD.

Its LUMO energy (alpha / beta) is -10.4276 / -10.4409 eV. As for the expectation value of S²: 0.758.

Structure (ORCA input):
```
! RIJCOSX wB97M-V def2-TZVPD def2/J DEFGRID3
* xyz 2 2
Sb 9.48 5.28 3.84
Tc 9.99 9.16 3.54
As 12.24 15.16 4.35
S 12.49 13.22 4.13
S 12.34 8.28 3.74
S 10.84 10.62 2.04
S 12.68 9.70 2.12
F 9.40 7.36 2.99
F 7.88 5.93 4.58
F 9.69 3.54 4.33
F 10.47 6.17 5.25
F 8.24 4.78 2.48
F 11.02 5.34 2.91
O 8.01 9.41 2.64
O 7.79 11.55 3.14
O 9.86 9.81 4.95
N 6.11 9.99 3.55
N 5.78 8.71 4.01
C 6.98 12.69 3.17
C 7.36 10.33 3.12
H 6.25 8.16 3.36
H 7.49 13.38 3.84
H 6.07 12.55 3.72
H 6.65 13.28 2.30
H 4.74 8.73 3.95
H 5.46 10.71 3.82
*
```